15
Properties=species:S:1:pos:R:3:forces:R:3:mulliken_charge:R:1 method="wB97M-V/def2-TZVPD" smiles=Cn1cccc1N max_force_ev_per_a=0.6 spin_multiplicity=1 orbital_gap_ev=8.803 relative_energy_kcal_mol=10.2
C 1.7891 -0.6072 -0.2964 0.0739 0.0266 0.0392 -0.8455
N 0.5579 -0.0242 0.2071 -0.1448 0.0293 0.0478 0.1618
C 0.3025 0.4222 1.4806 0.1288 0.1330 0.0484 -0.4134
C -0.9845 0.9015 1.5236 0.0448 0.1548 0.0494 -0.5299
C -1.5482 0.7218 0.2332 -0.0317 0.0055 0.0446 -0.6835
C -0.5723 0.1516 -0.5414 -0.1356 -0.5995 0.1320 0.3475
N -0.6325 -0.4977 -1.7929 -0.0487 0.3793 -0.3866 -0.5308
H 1.9771 -0.2238 -1.3019 0.0185 -0.0622 0.1835 0.3063
H 2.6064 -0.3180 0.3680 -0.0955 -0.0345 -0.1078 0.3266
H 1.7527 -1.7036 -0.3544 -0.1078 0.2496 0.0908 0.2573
H 1.0755 0.3911 2.2346 -0.0969 0.0433 -0.0602 0.3486
H -1.4737 1.3540 2.3737 0.1222 -0.0835 -0.0180 0.3923
H -2.5670 0.8976 -0.0927 0.2072 0.0579 0.1374 0.3541
H -0.9854 -1.4296 -1.6423 -0.0091 -0.3591 -0.1367 0.2299
H -1.2975 -0.0355 -2.3989 0.0746 0.0595 -0.0638 0.2785

75
Properties=species:S:1:pos:R:3:forces:R:3:mulliken_charge:R:1 method="wB97M-V/def2-TZVPD" charge=+2 max_force_ev_per_a=1.8 spin_multiplicity=1 orbital_gap_ev=7.067
C 0.5101 -2.2044 -3.4780 0.2283 0.7102 -0.1491 -0.3195
C 0.0374 -0.8720 -3.5383 0.8784 -0.4132 -0.1613 0.6222
C 0.4564 -0.0404 -4.5929 -0.0967 -0.3795 0.3274 -0.5686
C 1.3250 -0.5315 -5.5662 0.1100 -0.1975 -0.1633 -0.6737
C 1.8063 -1.8439 -5.5012 -0.2566 0.1910 0.2027 -0.5382
C 1.3918 -2.6718 -4.4508 -0.0167 0.0123 0.0612 -0.6511
P -1.0594 -0.2789 -2.2247 -0.6510 -0.3302 -1.3400 1.1833
C -1.5583 1.3788 -2.8620 0.9536 0.0554 0.5669 0.1231
C -0.9567 2.5575 -2.2555 -0.5938 -0.2661 -1.2702 -0.7073
C -1.5671 3.7833 -2.5945 0.7795 0.0721 0.4381 -0.6288
C -2.5536 3.8579 -3.5741 -0.4916 0.0636 -0.1049 -0.6643
C -3.0361 2.7112 -4.2196 0.2203 0.2091 0.0612 -0.6175
C -2.5488 1.4594 -3.8421 -0.1606 0.3684 0.6001 -0.1653
Lu -0.5584 1.3156 -0.0886 0.4107 -0.8258 0.8503 1.0878
P 1.1432 0.1524 2.1352 0.8885 0.2102 1.5220 1.3231
C 2.8799 0.7317 1.9456 0.1871 0.2401 -0.6120 1.0040
C 3.9998 -0.0815 2.1729 -0.0090 -0.2934 0.0789 -0.4413
C 5.2981 0.4105 1.9951 -0.2734 0.4211 -0.2284 -0.6911
C 5.4881 1.7084 1.5162 0.0974 0.0156 0.1145 -0.5008
C 4.3789 2.5134 1.2352 0.0477 -0.0478 -0.0301 -0.8496
C 3.0914 2.0363 1.4557 -0.0990 -0.3134 -0.2089 -0.4868
C 0.5107 1.1072 3.5797 -0.3862 0.4367 -0.1950 0.5076
C -0.7287 0.6916 4.1037 0.0516 0.5993 -0.3313 -0.7729
C -1.4491 1.5530 4.9312 0.1453 0.0893 -0.0500 -0.6747
C -0.9312 2.8135 5.2560 -0.0479 0.0231 -0.1562 -0.4712
C 0.3328 3.1935 4.7978 -0.1453 -0.1265 0.1527 -0.6960
C 1.0661 2.3332 3.9754 -0.4379 -0.0866 -0.1684 -0.4280
C 1.3679 -1.4645 2.9675 -0.5922 -0.8599 -0.4737 -0.0680
C 0.7600 -2.6165 2.4336 0.3103 0.1844 0.3341 -0.2244
C 0.9065 -3.8470 3.0796 0.0757 0.2203 0.1625 -0.4914
C 1.6417 -3.9379 4.2690 -0.0842 -0.2460 -0.3232 -0.5398
C 2.2396 -2.8000 4.8086 -0.1327 0.2636 -0.1832 -0.7371
C 2.0935 -1.5636 4.1669 -0.0330 -0.1018 0.1418 -0.3554
C -2.5062 -1.3886 -2.3341 -0.2857 0.0979 0.3038 0.4647
C -2.7227 -2.2589 -3.4123 -0.0547 -0.1200 -0.0689 -0.1607
C -3.8151 -3.1370 -3.3921 0.0508 0.1805 0.2657 -0.7843
C -4.6869 -3.1485 -2.2997 -0.0021 0.0405 0.0750 -0.4568
C -4.4985 -2.2478 -1.2437 0.0627 -0.0589 -0.2322 -0.6840
C -3.4194 -1.3725 -1.2651 0.1572 -0.0153 0.0022 -0.3185
H -1.1664 -0.2501 3.7672 0.0990 0.1216 0.2555 0.5324
H -2.4423 1.2740 5.2786 0.2560 -0.0136 -0.0023 0.3999
H -1.5392 3.5250 5.8276 0.3313 -0.4063 -0.1342 0.3980
H 0.7227 4.1771 5.0664 -0.0085 -0.3542 -0.0765 0.4309
H 2.0374 2.6244 3.5889 -0.1462 0.0782 0.1790 0.5438
H 3.8689 -1.1255 2.4823 0.0672 0.5570 -0.0865 0.4100
H 6.1665 -0.2085 2.2083 -0.2703 0.0091 -0.0470 0.4269
H 6.5080 2.0948 1.3608 -0.6523 -0.2161 0.0715 0.3955
H 4.5193 3.5111 0.8312 0.0145 -0.0930 0.1090 0.4168
H 2.2268 2.6854 1.2264 0.4058 -0.1848 0.1678 0.2414
H 0.1603 -2.5429 1.5225 0.1921 -0.1005 0.2255 0.2112
H 0.4379 -4.7269 2.6503 0.0698 0.0669 0.1273 0.4298
H 1.7586 -4.9110 4.7683 -0.0965 0.5555 -0.2774 0.3838
H 2.8121 -2.8799 5.7374 -0.2219 0.1397 -0.3713 0.4130
H 2.5465 -0.6779 4.6171 -0.1456 -0.2104 -0.1667 0.4837
H -2.0339 -2.2690 -4.2618 -0.2754 -0.0288 0.3114 0.4533
H -3.9871 -3.8269 -4.2176 0.1406 0.2233 0.1695 0.4306
H -5.5180 -3.8671 -2.2592 0.4356 0.4275 -0.0866 0.3949
H -5.1858 -2.2322 -0.4028 0.0908 -0.0304 -0.1464 0.4448
H -3.2833 -0.6660 -0.4391 -0.0576 -0.2501 -0.2115 0.0305
H 0.1322 2.6005 -1.8238 -1.6620 -0.0864 -0.7902 0.7891
H -1.2353 4.6736 -2.0549 -0.0456 -0.0494 -0.5395 0.4685
H -2.9773 4.8276 -3.8623 0.2543 -0.3882 0.3167 0.4125
H -3.8062 2.7978 -4.9976 0.4245 -0.0217 0.3781 0.4215
H -2.9644 0.5416 -4.2709 0.1754 0.3358 0.2122 0.4546
H 0.0851 0.9780 -4.6560 0.1487 -0.1294 -0.0903 0.3436
H 1.6217 0.1139 -6.3946 -0.0639 -0.1734 0.2757 0.4164
H 2.4966 -2.2202 -6.2640 -0.3154 0.1735 0.3459 0.4084
H 1.7691 -3.6905 -4.3726 -0.1118 0.2264 -0.0892 0.4108
H 0.2105 -2.8493 -2.6567 0.0100 -0.0162 -0.1380 0.4191
H 1.4293 -0.8636 -0.7203 0.3970 0.1187 -0.1967 0.4650
H 0.9919 -1.3659 -0.4111 -0.0888 -0.2678 0.1549 -0.4744
Cl -3.6897 2.1904 0.2633 -0.5160 -0.0058 -0.3451 -0.1053
C -2.3373 1.5767 1.1794 1.2440 -0.6691 0.6709 -1.2325
H -1.9659 2.3646 1.8640 -0.4488 -0.3595 0.2356 0.4754
H -2.4979 0.6158 1.7359 -0.4353 0.9990 -0.2217 0.5075

15
Properties=species:S:1:pos:R:3:forces:R:3:mulliken_charge:R:1 method="wB97M-V/def2-TZVPD" smiles="C=N/C=C/C.O" max_force_ev_per_a=4.1 spin_multiplicity=1 orbital_gap_ev=7.438 relative_energy_kcal_mol=123.7
C 1.3528 -0.9645 -1.5738 -1.9202 2.6608 -2.4637 -0.4265
N 0.7033 -0.4246 -0.6119 -2.7258 -0.4025 -1.2357 -0.4643
C -0.3030 -1.2200 -0.0365 0.0543 -1.2033 1.4728 0.0338
C -0.7253 -2.3923 -0.6485 2.9346 1.2908 -1.4604 -0.0543
C -1.2113 -3.5221 0.1382 -0.1725 1.9148 2.8281 -1.0423
H 1.1251 -0.5654 -2.7498 1.5207 -0.2896 3.0679 0.2388
H 2.0047 -1.7802 -1.5151 0.6159 -1.8616 0.2693 0.4256
H -0.8889 -0.9789 0.9658 1.9169 -0.0189 -2.0163 0.2219
H -0.3277 -2.6143 -1.7270 -0.7407 0.5207 1.9279 0.2074
H -1.6810 -4.1976 -0.4492 -2.1816 -2.0727 -1.6413 0.3630
H -0.4484 -4.1130 0.6510 0.4025 0.3799 0.0120 0.2186
H -1.8565 -3.0772 0.9555 0.2959 -0.9152 -0.7600 0.2783
O 0.2789 6.9776 2.1786 -3.0008 -1.0489 -1.7167 -0.6531
H -0.6241 6.7156 1.7145 2.6667 1.0203 1.6064 0.3328
H 0.8631 6.3559 1.7328 0.3341 0.0252 0.1097 0.3203

31
Properties=species:S:1:pos:R:3:forces:R:3:mulliken_charge:R:1 method="wB97M-V/def2-TZVPD" smiles="CC[SiH](CC)CC.C#CC=C" max_force_ev_per_a=4.3 spin_multiplicity=1 orbital_gap_ev=10.136 relative_energy_kcal_mol=81.0
C -0.4269 2.2131 0.8598 -0.7726 0.8038 -2.2421 -1.2204
C -0.7177 0.9338 0.0630 1.6101 -0.6445 -2.0195 -0.2747
Si 0.8482 -0.2341 -0.3041 -0.3819 2.2342 1.2026 0.1668
C 1.9869 0.7054 -1.5255 1.5073 -2.1275 1.4089 -0.5740
C 3.4151 0.0914 -1.5057 0.8759 0.2604 -4.2254 -1.2099
C 1.7307 -0.6272 1.4355 -2.8139 -1.9145 -0.4785 -0.5592
C 2.6191 -1.9692 1.4099 1.9018 2.0977 0.7531 -1.0284
H -0.9773 3.2195 0.5829 0.7365 -2.2772 0.6450 0.2550
H -0.5196 1.9121 1.8598 -0.2863 0.3258 1.6703 0.3516
H 0.6089 2.3599 0.6634 0.9826 0.9171 0.1841 0.4063
H -1.0761 1.0179 -0.9835 -0.0435 0.5370 0.4785 0.3145
H -1.3731 0.2382 0.4953 -1.3475 -0.5938 0.9551 0.1071
H 0.2983 -1.3077 -1.1280 0.0239 -0.7325 0.1452 -0.2041
H 1.6932 0.4662 -2.4817 -1.5018 -0.4112 -2.2892 0.3676
H 2.0407 1.7560 -1.5055 -0.0194 1.3898 0.5651 0.4933
H 4.1834 0.6511 -2.2655 -1.9200 -1.1587 1.6447 0.2736
H 3.8101 0.2378 -0.5799 1.4817 -0.0245 2.6974 0.4191
H 3.4895 -1.0063 -1.8304 -0.3993 1.4825 0.6918 0.2468
H 2.1404 0.3389 1.6827 0.9509 -0.0026 0.2975 0.4569
H 0.8157 -0.7202 2.1782 1.7681 -0.0384 -1.3551 0.3125
H 2.3188 -2.7947 2.0535 -0.6629 0.2007 -0.1790 0.3281
H 2.7649 -2.3043 0.3826 -0.1515 -0.2025 0.1347 0.2535
H 3.6871 -1.7578 1.8003 -1.5326 -0.0774 -0.6593 0.2742
C -2.8409 -1.9978 -0.7933 -1.4370 1.7689 0.8020 -0.0405
C -3.6151 -1.0941 -0.5391 0.8120 -2.2762 -1.1804 -0.1884
C -4.7572 -0.2961 -0.3662 -1.4904 1.3987 0.7442 -0.3532
C -4.7908 0.7475 0.4478 3.7353 0.8948 0.5227 -0.5814
H -2.2247 -2.8390 -0.7939 0.7449 -0.5727 -0.2439 0.4601
H -5.7417 -0.4561 -0.7950 0.3825 -1.0192 -0.5508 0.2918
H -5.5994 1.3885 0.6344 -1.2513 0.4049 0.0524 0.3258
H -3.7904 1.1275 0.8481 -1.5017 -0.6430 -0.1720 0.1297